Entry 1:
DFT (ωB97M-V/def2-TZVPD) results for a 2-piece molecular cluster, C5H13NO overall in a non-equilibrium geometry.

Atoms and positions in Å:
C (1.36, -0.47, 2.27)
C (0.20, -1.32, 1.86)
N (-1.04, -0.78, 1.90)
O (0.36, -2.50, 1.59)
H (1.74, -0.65, 3.27)
H (1.17, 0.59, 2.11)
H (2.12, -0.66, 1.52)
H (-1.79, -1.30, 1.49)
H (-1.24, 0.21, 1.93)
C (0.24, -0.57, -1.57)
C (-0.83, 0.54, -1.39)
C (-0.30, 1.92, -1.81)
H (-0.30, -1.38, -2.07)
H (0.58, -0.97, -0.61)
H (1.14, -0.39, -2.15)
H (-1.55, 0.32, -2.18)
H (-1.32, 0.55, -0.43)
H (0.62, 2.18, -1.28)
H (-0.15, 1.96, -2.88)
H (-1.01, 2.72, -1.57)

Results
net charge: 0
LUMO energy: 0.8 eV
SMILES: CC(N)=O.CCC
total energy: -8933.5394 eV
energy relative to the best compared isomer or geometry (same formula, charge and spin): 10.9 kcal per mole
frontier orbital gap: 10.614 eV

---

Entry 2:
DFT (ωB97M-V/def2-TZVPD) results for C34H24AsN6O8OsS3 as an isolated structure in a non-equilibrium geometry.

Atoms and positions in Å:
Os (14.17, 8.77, 12.18)
S (17.62, 7.74, 18.52)
N (17.60, 6.88, 17.20)
C (17.01, 7.62, 16.27)
C (16.94, 7.19, 14.83)
C (16.50, 5.77, 14.54)
C (16.98, 5.43, 13.35)
C (17.21, 7.58, 12.07)
N (16.43, 8.42, 12.64)
C (15.96, 8.12, 14.01)
C (15.53, 9.45, 14.62)
N (14.67, 10.11, 13.82)
C (14.03, 11.21, 14.32)
C (14.20, 11.62, 15.62)
C (15.10, 10.94, 16.43)
C (15.74, 9.80, 15.95)
C (16.56, 8.87, 16.77)
N (16.87, 9.07, 18.04)
H (15.77, 5.21, 15.12)
H (16.74, 4.52, 12.81)
H (17.43, 7.70, 11.01)
H (13.37, 11.71, 13.65)
H (13.66, 12.51, 15.95)
H (15.24, 11.22, 17.48)
C (21.57, 5.06, 14.63)
C (20.33, 5.67, 14.05)
C (19.47, 6.39, 14.80)
C (18.35, 7.17, 14.14)
C (17.91, 6.49, 12.80)
C (19.02, 5.86, 11.99)
C (20.10, 5.46, 12.60)
S (14.65, 5.66, 11.08)
O (15.47, 5.23, 9.90)
O (14.73, 7.55, 13.64)
N (14.19, 7.29, 10.77)
C (13.78, 7.64, 9.48)
C (13.68, 6.85, 8.35)
C (13.30, 7.36, 7.08)
C (12.94, 8.67, 6.90)
C (13.01, 9.51, 8.03)
C (12.66, 10.87, 7.99)
C (12.79, 11.67, 9.10)
C (13.33, 11.11, 10.24)
N (13.62, 9.81, 10.37)
C (13.45, 8.99, 9.29)
H (21.76, 5.43, 15.63)
H (22.41, 5.27, 13.98)
H (21.47, 3.97, 14.63)
H (19.68, 6.55, 15.84)
H (18.71, 8.19, 13.96)
H (18.82, 5.65, 10.95)
H (20.88, 4.94, 12.03)
H (14.00, 5.82, 8.35)
H (13.30, 6.67, 6.24)
H (12.71, 9.08, 5.93)
H (12.32, 11.28, 7.05)
H (12.52, 12.71, 9.05)
H (13.60, 11.68, 11.10)
O (8.76, 11.46, 14.00)
As (9.49, 10.21, 14.93)
O (9.38, 10.40, 16.53)
O (11.14, 10.35, 14.09)
C (8.97, 8.44, 14.35)
C (8.23, 7.63, 15.22)
C (8.09, 6.26, 14.97)
C (8.67, 5.69, 13.85)
C (9.32, 6.48, 12.91)
C (9.44, 7.85, 13.16)
S (10.53, 8.79, 12.16)
O (11.29, 7.95, 11.30)
O (9.99, 10.02, 11.70)
O (11.55, 9.15, 13.43)
H (9.00, 11.35, 13.06)
H (7.83, 8.05, 16.14)
H (7.61, 5.61, 15.70)
H (8.61, 4.62, 13.71)
H (9.78, 6.04, 12.04)

Results
net charge: +1
expectation value of S²: 6.029
LUMO energy (spin up / spin down): -3.0 / -4.2 eV
2S+1: 5
total energy: -156767.1297 eV
energy relative to the best compared isomer or geometry (same formula, charge and spin): 138.6 kcal per mole
frontier orbital gap (spin up / spin down): 7.073 / 6.546 eV

---

Entry 3:
DFT (ωB97M-V/def2-TZVPD) results for C32H22N13O2S2W as an isolated structure in a non-equilibrium geometry.

Atoms and positions in Å:
W (-0.10, 0.03, 0.28)
C (-4.14, -0.68, -0.60)
C (-2.68, -0.97, -0.84)
O (-1.84, 0.03, -0.69)
C (-2.25, -2.20, -1.26)
C (-0.89, -2.50, -1.47)
C (-0.48, -3.81, -2.08)
N (0.04, -1.62, -1.09)
N (1.34, -1.98, -1.38)
C (2.18, -1.03, -1.05)
O (1.74, 0.11, -0.60)
C (3.62, -1.27, -1.06)
C (4.18, -2.48, -1.49)
C (5.53, -2.70, -1.33)
C (6.34, -1.74, -0.75)
C (5.79, -0.54, -0.32)
C (4.44, -0.30, -0.47)
H (-4.23, 0.26, -0.05)
H (-4.59, -1.48, -0.02)
H (-4.66, -0.58, -1.55)
H (-2.98, -2.98, -1.42)
H (-1.37, -4.39, -2.33)
H (0.14, -4.37, -1.38)
H (0.11, -3.64, -2.98)
H (3.53, -3.23, -1.91)
H (5.96, -3.64, -1.64)
H (7.39, -1.93, -0.60)
H (6.42, 0.20, 0.16)
H (3.99, 0.62, -0.12)
N (1.43, 0.42, 3.65)
C (1.74, 1.40, 2.77)
N (2.58, 2.31, 3.25)
C (2.85, 3.34, 2.44)
N (3.77, 4.23, 2.86)
N (2.29, 3.54, 1.26)
C (1.44, 2.59, 0.83)
N (1.16, 1.43, 1.55)
C (0.80, 2.80, -0.41)
C (1.03, 4.00, -1.14)
C (0.48, 4.17, -2.37)
C (-0.31, 3.13, -2.91)
C (-0.52, 2.00, -2.15)
N (-0.03, 1.82, -0.92)
H (2.05, 0.36, 4.44)
H (0.97, -0.42, 3.35)
H (4.01, 4.22, 3.84)
H (3.84, 5.09, 2.35)
H (1.67, 4.74, -0.68)
H (0.64, 5.08, -2.94)
H (-0.75, 3.22, -3.89)
H (-1.13, 1.19, -2.54)
S (-1.68, 1.57, 1.71)
C (-1.60, 0.70, 3.22)
C (-1.57, 1.41, 4.42)
C (-1.50, 0.75, 5.64)
C (-1.44, 1.48, 6.84)
N (-1.41, 2.08, 7.81)
C (-1.50, -0.67, 5.67)
C (-1.56, -1.38, 4.47)
C (-1.59, -0.71, 3.25)
S (-1.64, -1.61, 1.75)
C (-1.44, -1.35, 6.89)
N (-1.41, -1.92, 7.89)
H (-1.58, 2.49, 4.39)
H (-1.58, -2.46, 4.48)
N (1.04, -1.24, 1.39)
C (2.00, -1.92, 1.56)
C (3.08, -2.62, 1.97)
C (3.38, -3.89, 1.48)
N (3.63, -4.95, 1.10)
C (3.90, -2.01, 2.92)
N (4.56, -1.48, 3.71)

Results
net charge: -1
LUMO energy (spin up / spin down): 0.8 / 0.8 eV
total energy: -80508.1939 eV
energy relative to the best compared isomer or geometry (same formula, charge and spin): 35.2 kcal per mole
frontier orbital gap (spin up / spin down): 4.743 / 4.745 eV

---

Entry 4:
DFT (ωB97M-V/def2-TZVPD) results for C53H71I2N11O3 as an isolated structure in a non-equilibrium geometry.

Atoms and positions in Å:
C (-1.81, -0.07, 0.80)
C (-0.61, 0.15, -0.13)
C (-0.55, 1.54, -0.77)
C (-0.57, 2.70, 0.24)
C (0.11, 3.94, -0.31)
O (1.53, 3.92, -0.02)
C (2.33, 3.79, -1.08)
O (2.02, 3.31, -2.15)
O (3.57, 4.31, -0.86)
C (4.58, 3.41, -0.45)
I (5.19, 2.13, -2.08)
C (4.24, 2.67, 0.85)
C (5.52, 2.39, 1.66)
I (3.16, 0.82, 0.67)
H (-1.56, -0.83, 1.54)
H (-2.66, -0.46, 0.24)
H (-2.09, 0.83, 1.34)
H (-0.67, -0.58, -0.94)
H (0.33, -0.02, 0.41)
H (-1.36, 1.68, -1.49)
H (0.39, 1.62, -1.33)
H (-0.05, 2.36, 1.14)
H (-1.59, 2.96, 0.54)
H (-0.27, 4.83, 0.17)
H (-0.04, 4.02, -1.39)
H (5.46, 4.01, -0.26)
H (3.59, 3.31, 1.43)
H (5.25, 2.35, 2.72)
H (6.22, 3.21, 1.54)
H (5.97, 1.45, 1.36)
N (0.79, 4.32, 3.87)
C (1.24, 5.23, 4.79)
C (0.75, 4.87, 6.02)
C (-0.02, 3.69, 5.83)
C (0.02, 3.38, 4.50)
H (1.00, 4.35, 2.89)
H (1.87, 6.06, 4.50)
H (0.92, 5.39, 6.95)
H (-0.55, 3.13, 6.59)
H (-0.43, 2.57, 3.94)
N (-2.80, -3.96, -1.63)
C (-3.75, -4.87, -1.23)
C (-4.95, -4.21, -1.16)
C (-4.72, -2.86, -1.52)
C (-3.38, -2.74, -1.81)
H (-1.83, -4.17, -1.76)
H (-3.49, -5.89, -1.04)
H (-5.89, -4.65, -0.88)
H (-5.44, -2.07, -1.56)
H (-2.80, -1.88, -2.12)
N (1.25, -0.98, 4.90)
C (1.41, 0.22, 5.56)
C (1.48, -0.05, 6.90)
C (1.37, -1.46, 7.06)
C (1.23, -2.00, 5.81)
H (1.16, -1.08, 3.91)
H (1.45, 1.15, 5.01)
H (1.60, 0.68, 7.68)
H (1.39, -2.01, 7.98)
H (1.11, -3.02, 5.50)
N (-2.27, -0.58, -4.53)
C (-3.54, -0.13, -4.77)
C (-3.47, 1.22, -4.98)
C (-2.10, 1.59, -4.86)
C (-1.39, 0.46, -4.59)
H (-2.03, -1.54, -4.35)
H (-4.38, -0.80, -4.77)
H (-4.30, 1.87, -5.19)
H (-1.69, 2.58, -4.96)
H (-0.34, 0.30, -4.43)
N (2.03, 1.44, -4.38)
C (1.68, 1.63, -5.69)
C (1.99, 0.49, -6.38)
C (2.56, -0.42, -5.46)
C (2.56, 0.19, -4.23)
H (1.92, 2.12, -3.64)
H (1.24, 2.56, -6.02)
H (1.84, 0.33, -7.44)
H (2.91, -1.42, -5.66)
H (2.89, -0.15, -3.27)
N (-6.84, -6.78, 1.15)
C (-7.12, -7.89, 1.89)
C (-7.97, -7.53, 2.89)
C (-8.22, -6.13, 2.75)
C (-7.50, -5.70, 1.67)
H (-6.23, -6.75, 0.35)
H (-6.69, -8.85, 1.64)
H (-8.38, -8.18, 3.64)
H (-8.84, -5.52, 3.38)
H (-7.41, -4.72, 1.23)
N (7.42, 3.58, -5.02)
C (7.59, 4.88, -5.41)
C (8.91, 5.04, -5.76)
C (9.55, 3.79, -5.56)
C (8.61, 2.91, -5.10)
H (6.55, 3.18, -4.70)
H (6.77, 5.57, -5.42)
H (9.36, 5.95, -6.11)
H (10.59, 3.56, -5.73)
H (8.68, 1.87, -4.83)
N (3.21, -3.31, -2.64)
C (2.44, -4.43, -2.46)
C (2.71, -5.29, -3.49)
C (3.69, -4.66, -4.32)
C (3.97, -3.44, -3.77)
H (3.22, -2.51, -2.03)
H (1.77, -4.52, -1.62)
H (2.27, -6.26, -3.64)
H (4.12, -5.06, -5.22)
H (4.65, -2.66, -4.07)
N (-6.57, -3.25, -4.25)
C (-6.74, -4.60, -4.40)
C (-7.74, -4.80, -5.32)
C (-8.18, -3.51, -5.74)
C (-7.44, -2.58, -5.06)
H (-5.91, -2.83, -3.63)
H (-6.14, -5.30, -3.85)
H (-8.10, -5.75, -5.66)
H (-8.96, -3.30, -6.46)
H (-7.47, -1.51, -5.08)
N (2.80, -5.69, 6.24)
C (3.24, -4.78, 7.16)
C (2.74, -5.15, 8.38)
C (1.97, -6.33, 8.19)
C (2.02, -6.64, 6.86)
H (3.01, -5.67, 5.26)
H (3.87, -3.96, 6.87)
H (2.91, -4.63, 9.31)
H (1.43, -6.88, 8.94)
H (1.58, -7.45, 6.30)
N (-1.17, 7.92, 4.05)
C (-1.31, 8.93, 3.14)
C (-1.71, 10.05, 3.81)
C (-1.82, 9.70, 5.19)
C (-1.48, 8.38, 5.30)
H (-0.88, 6.98, 3.85)
H (-1.11, 8.76, 2.10)
H (-1.91, 11.01, 3.37)
H (-2.12, 10.34, 6.00)
H (-1.43, 7.73, 6.16)

Results
net charge: 0
LUMO energy: -0.7 eV
total energy: -94844.9180 eV
energy relative to the best compared isomer or geometry (same formula, charge and spin): 0.0 kcal per mole
frontier orbital gap: 7.489 eV

---

Entry 5:
DFT (ωB97M-V/def2-TZVPD) results for a 10-piece molecular cluster, C44H86N10 overall in a non-equilibrium geometry.

Atoms and positions in Å:
C (-1.79, -1.55, -3.26)
C (-2.15, -1.90, -4.66)
N (-2.87, -0.91, -5.43)
C (-3.08, -1.48, -6.73)
C (-3.45, -0.49, -7.86)
C (-4.14, -0.42, -4.88)
C (-5.14, -1.55, -4.57)
H (-1.21, -2.36, -2.82)
H (-2.64, -1.42, -2.58)
H (-1.20, -0.64, -3.28)
H (-1.19, -2.00, -5.17)
H (-2.73, -2.82, -4.62)
H (-2.18, -1.89, -7.20)
H (-3.79, -2.31, -6.74)
H (-2.71, 0.32, -7.85)
H (-3.34, -0.98, -8.83)
H (-4.43, -0.01, -7.81)
H (-4.58, 0.37, -5.49)
H (-3.97, 0.09, -3.93)
H (-4.71, -2.33, -3.94)
H (-5.48, -2.06, -5.46)
H (-5.94, -1.21, -3.91)
C (-3.06, -0.45, 5.71)
C (-1.66, -1.05, 5.55)
N (-1.53, -1.92, 4.43)
C (-2.43, -3.11, 4.32)
C (-2.44, -4.14, 5.47)
C (-0.09, -2.33, 4.33)
C (0.17, -3.13, 3.06)
H (-3.83, -1.18, 5.94)
H (-3.37, -0.02, 4.75)
H (-3.04, 0.38, 6.42)
H (-0.98, -0.20, 5.45)
H (-1.35, -1.56, 6.46)
H (-3.48, -2.82, 4.25)
H (-2.47, -3.66, 3.38)
H (-3.02, -5.03, 5.23)
H (-1.44, -4.52, 5.68)
H (-2.90, -3.73, 6.37)
H (0.21, -2.85, 5.24)
H (0.57, -1.47, 4.39)
H (-0.45, -2.72, 2.27)
H (-0.13, -4.17, 3.19)
H (1.22, -3.24, 2.80)
C (1.37, 6.41, -0.63)
C (1.65, 4.96, -0.23)
C (0.82, 4.46, 0.97)
C (-0.65, 4.61, 0.80)
N (-1.73, 4.78, 0.56)
H (1.65, 7.16, 0.11)
H (0.32, 6.56, -0.90)
H (1.77, 6.59, -1.63)
H (2.70, 4.79, 0.00)
H (1.46, 4.26, -1.05)
H (1.12, 4.86, 1.94)
H (0.93, 3.38, 1.05)
C (4.20, 2.81, -2.22)
C (4.07, 1.70, -1.19)
C (4.97, 0.44, -1.29)
C (6.41, 0.75, -1.35)
N (7.55, 0.93, -1.48)
H (5.23, 3.06, -2.49)
H (3.79, 3.77, -1.90)
H (3.58, 2.53, -3.06)
H (3.00, 1.46, -1.18)
H (4.28, 2.09, -0.19)
H (4.76, -0.05, -2.24)
H (4.73, -0.25, -0.48)
C (2.28, -5.13, -2.00)
C (1.49, -3.87, -1.76)
C (0.78, -3.76, -0.40)
C (-0.29, -4.80, -0.22)
N (-1.11, -5.60, -0.05)
H (1.73, -6.02, -1.70)
H (3.20, -5.07, -1.44)
H (2.51, -5.33, -3.05)
H (0.69, -3.77, -2.50)
H (2.07, -2.97, -1.93)
H (0.37, -2.77, -0.18)
H (1.54, -3.85, 0.37)
C (7.83, -2.12, 1.18)
C (7.00, -3.39, 1.34)
C (5.59, -3.21, 0.72)
C (5.51, -2.92, -0.72)
N (5.49, -2.66, -1.84)
H (8.76, -2.10, 1.74)
H (7.35, -1.22, 1.57)
H (8.11, -1.96, 0.14)
H (7.04, -3.59, 2.41)
H (7.55, -4.20, 0.87)
H (5.13, -2.40, 1.29)
H (5.02, -4.13, 0.83)
C (0.82, 2.61, 4.75)
C (2.16, 2.41, 5.46)
C (3.25, 3.35, 4.95)
C (3.40, 3.31, 3.48)
N (3.55, 3.32, 2.32)
H (0.33, 3.57, 4.89)
H (0.11, 1.85, 5.09)
H (0.99, 2.49, 3.68)
H (2.56, 1.41, 5.30)
H (2.08, 2.58, 6.53)
H (4.18, 3.06, 5.43)
H (3.01, 4.35, 5.31)
C (-0.02, 0.23, -0.83)
C (-0.45, 0.29, 0.68)
C (0.71, 0.29, 1.70)
C (1.78, -0.70, 1.40)
N (2.57, -1.46, 1.14)
H (0.80, 0.91, -1.05)
H (-0.89, 0.50, -1.43)
H (0.14, -0.80, -1.16)
H (-1.03, -0.61, 0.94)
H (-1.13, 1.12, 0.86)
H (0.37, 0.14, 2.73)
H (1.26, 1.23, 1.70)
C (-3.14, 3.30, -5.59)
C (-3.05, 3.42, -4.06)
C (-1.95, 2.51, -3.40)
C (-0.58, 2.71, -3.80)
N (0.53, 2.82, -4.13)
H (-3.73, 2.42, -5.83)
H (-2.17, 3.25, -6.09)
H (-3.62, 4.21, -5.95)
H (-4.02, 3.20, -3.63)
H (-2.85, 4.46, -3.81)
H (-2.20, 1.45, -3.46)
H (-1.91, 2.65, -2.32)
C (-5.07, -0.04, 2.62)
C (-5.32, 1.46, 2.56)
C (-4.34, 2.16, 1.62)
C (-3.94, 1.35, 0.45)
N (-3.68, 0.73, -0.48)
H (-4.00, -0.25, 2.66)
H (-5.48, -0.57, 1.76)
H (-5.53, -0.39, 3.54)
H (-5.34, 1.87, 3.57)
H (-6.33, 1.59, 2.17)
H (-3.45, 2.40, 2.21)
H (-4.72, 3.13, 1.29)

Results
net charge: 0
LUMO energy: 0.1 eV
SMILES: CCN(CC)CC.CCN(CC)CC.CCCC#N.CCCC#N.CCCC#N.CCCC#N.CCCC#N.CCCC#N.CCCC#N.CCCC#N
total energy: -61920.6147 eV
frontier orbital gap: 8.543 eV